Molecular formula: C76H95N19
Method: DFT, ωB97M-V/def2-TZVPD

XYZ file:
```
190
Properties=species:S:1:pos:R:3:forces:R:3:mulliken_charge:R:1
H 1.4054 -0.4120 -4.1547 0.0 0.4 -0.1 0.3555
C 1.4822 4.3171 0.9810 -1.4 -1.2 1.1 -0.1832
H -1.4318 5.5301 1.8103 -0.2 0.2 0.5 0.5872
H 0.6172 4.7137 0.4590 0.1 -0.1 0.2 -0.3588
C 4.5727 -2.0339 -3.5939 -0.9 -0.1 -2.2 -1.0105
H 3.1417 -0.0295 -2.3952 -0.3 -0.3 -0.1 -0.0909
N -0.2445 0.2333 -0.9872 0.4 -0.9 -0.7 1.2965
C 1.1796 -7.5671 -0.8498 0.3 2.6 -0.9 -0.7564
H -4.8267 1.4546 0.4920 0.1 -0.4 -0.3 0.5720
C -1.3267 0.4143 0.9437 0.7 -1.3 -0.4 -1.2690
N 2.2634 -7.1103 -1.6079 0.8 -1.6 0.0 -0.0019
H -2.4810 1.9840 4.0125 -0.2 -1.0 0.3 0.8723
C -7.1071 1.2686 2.1389 -0.5 0.2 -1.1 -0.4814
C 1.3572 1.3392 -8.4246 -0.5 -1.4 2.1 -0.0316
C 2.1396 -5.7978 -1.9939 -0.5 -1.1 0.6 -1.0335
N 1.4162 -4.7604 2.0576 0.6 -1.0 -0.5 0.5066
H -3.2233 -1.8758 4.2847 0.2 0.3 0.0 0.6260
H -0.2690 -5.6381 -4.1897 0.3 0.8 -0.4 0.2841
H 1.8871 4.3136 -9.5802 -0.4 0.4 -0.6 0.3725
H 0.3056 2.1102 -4.7793 1.1 -0.5 0.5 0.4774
C -1.2759 -0.9624 0.5574 0.4 -0.2 -0.1 0.0490
C -1.4989 6.4778 -1.0269 0.2 -1.7 -0.3 -0.6984
H -2.2736 -4.4413 2.2283 -0.1 -0.6 0.6 0.3922
H 1.3733 0.4645 -7.7973 0.4 0.1 0.5 0.4740
H -2.6224 -3.0307 -1.0736 0.5 0.1 0.1 0.8240
H 5.2396 -1.9929 -1.5734 0.9 0.4 0.8 0.6719
H 0.0829 0.5459 -10.0713 -0.4 -0.8 0.0 0.4154
C -2.0918 2.9280 3.7564 -1.4 0.7 -0.8 -0.7751
H 4.8949 -0.9533 -6.6635 0.6 1.0 0.2 0.4095
H 3.4829 -2.6538 2.0108 0.1 -1.4 0.4 0.4640
H 5.7143 -1.3225 1.4118 0.1 0.2 -0.3 0.4949
N -5.7506 -3.8433 -0.9547 0.7 -0.4 0.0 0.0605
C 1.8270 2.6551 -8.2058 0.4 -0.1 -1.0 -0.4803
H -1.1121 -1.5713 -4.9517 0.4 -1.0 0.2 0.5023
C -2.4731 -5.0904 3.0931 -0.7 0.6 0.3 0.0329
N 0.7667 2.4903 -10.1372 -0.3 1.8 -1.1 0.0232
C -6.8175 2.2919 2.9893 -0.7 1.3 -0.8 -0.4733
H -3.1453 5.8417 0.0455 -1.0 -0.2 0.6 0.2786
N 2.5544 -0.8971 1.4726 -1.6 2.0 -0.3 2.5875
H -0.5301 -5.5426 3.7028 -0.1 -0.1 -0.1 0.2190
H -5.5937 2.4382 4.6102 0.3 0.1 0.7 0.2826
N -5.2164 2.3150 -1.3994 -0.7 0.9 0.3 0.2068
N -2.5418 -3.1145 5.8572 0.0 -0.5 0.1 0.0817
C 2.7799 4.2618 0.6335 1.1 0.0 0.2 -0.2934
H 5.4863 2.9351 -4.7695 -0.1 -1.0 -0.1 0.4067
H 7.6573 2.0240 -5.3335 0.1 -0.3 -0.2 0.2017
H -5.0379 -1.8201 -1.2305 0.4 -1.2 -0.1 0.4475
H -1.1174 3.6376 5.5760 0.0 0.2 0.5 0.4136
C -0.6468 -2.5812 -4.9579 -0.8 1.8 0.1 -0.0194
C 5.5751 1.9176 -5.1919 0.9 2.1 0.7 -1.0795
H -0.5241 5.6382 4.1695 -0.4 0.0 0.1 0.3277
H 3.0977 -7.6845 -1.7901 -0.9 0.5 0.0 0.2454
H 1.4813 -3.0403 -3.3503 -0.6 0.1 0.0 -0.5981
C 6.7076 0.2678 -6.2012 -1.4 0.4 0.4 -0.5499
H 3.1536 -2.2626 -5.0671 -0.6 -0.1 -0.9 0.3074
C 4.7072 -0.9468 1.2888 1.9 -1.1 1.2 -1.8732
H 0.3209 2.6911 -11.0166 0.2 0.4 0.1 0.1804
H 1.5717 8.2355 1.2829 0.2 -0.2 0.8 0.4232
H 0.6231 -4.3458 -1.5242 -0.2 -0.5 0.0 0.4917
C -4.6225 1.3915 -0.5750 -0.5 0.2 0.0 -1.2621
H 5.2940 -1.6313 -4.2937 0.2 -0.3 0.4 0.3171
C -3.5656 -3.5136 -0.9599 -0.4 -1.4 0.0 0.3829
C -3.3510 -6.2037 4.9102 -0.9 0.7 -0.3 -0.5690
N -6.1106 1.8147 4.0351 0.4 0.6 0.5 0.0076
H -5.2172 2.7271 -3.5276 0.1 0.2 0.3 0.4022
H 0.7513 -2.3793 -6.6871 0.0 -0.1 0.2 0.5334
C 0.4041 -3.1149 3.0583 -0.4 1.3 1.1 1.0888
H 1.6059 -1.2455 1.4922 -0.1 0.2 0.1 -0.9018
C -3.8650 0.5764 -1.3765 0.0 0.6 -0.1 0.7307
N 2.5087 0.6873 -2.7266 0.5 0.6 0.0 1.2103
H 0.4446 -0.3084 4.5781 0.3 0.3 0.4 0.2217
H 4.4785 0.8321 4.9775 0.6 -0.3 -0.1 0.4034
H 2.5373 6.2023 2.5040 0.2 -0.6 -0.7 0.2103
H -1.7415 -3.8022 -3.3982 0.4 0.2 -0.3 0.6414
C 2.9488 0.4035 1.0676 -1.5 -1.7 0.2 -0.1372
C 0.8121 7.9048 4.4885 0.4 0.3 0.2 -0.0919
C 3.1309 -2.4863 -1.9196 -0.4 -0.3 -1.7 -0.0859
H -5.8834 -5.9545 -0.5520 1.1 0.8 -0.1 0.3886
H 0.5496 1.6784 6.5888 0.0 -0.3 -0.4 0.5361
C 4.2886 0.3501 1.0052 0.7 0.6 -1.1 -0.3871
H -1.2925 -6.7257 5.5830 0.1 -0.6 0.4 0.4376
C 1.4297 -3.6066 3.9331 -1.2 1.7 0.6 -0.2521
H -0.2300 -2.2664 3.2986 0.0 -0.3 -0.2 -0.2654
C 0.8774 8.7504 3.3329 -1.2 -0.8 0.3 -0.8335
H 0.4548 3.4226 2.6066 -0.1 -0.2 0.2 -0.2528
N -1.2351 4.9607 3.9021 0.6 0.3 -0.1 0.2146
C 0.3299 -6.4588 -0.7340 1.3 -0.6 -0.5 -1.3179
C 1.1592 1.8301 -4.1187 0.0 0.6 1.4 -1.0000
C 0.5977 -4.3129 -5.6365 -0.6 0.7 0.1 -0.9130
C -4.8257 2.1663 -2.6928 0.6 -0.5 0.0 -0.9478
C 2.6412 2.0031 -2.3421 -0.9 -0.5 -1.3 -1.2065
C 2.7347 1.5665 6.1827 -0.2 -1.2 -1.5 -0.7543
C -0.5775 5.8177 -1.8300 -0.3 -0.5 0.3 -0.6304
C 4.4715 -2.1346 -2.2723 -0.7 -0.1 2.1 -0.9127
H -6.5722 -0.8894 2.3083 0.2 0.2 0.2 0.4619
H -3.3995 -0.3381 -1.0584 0.6 0.2 0.0 0.7778
N -1.5214 -5.7113 3.8179 2.3 0.3 -0.8 0.3178
C -3.8543 -4.9240 -0.6801 1.5 0.7 -0.5 -1.0697
H -4.6161 -5.0477 3.5373 -0.1 0.2 -0.2 0.4497
H 1.5389 3.7713 -3.1058 0.4 0.0 0.2 0.7882
C -1.4967 -1.6707 7.1157 1.0 0.1 1.9 -0.6917
H 0.3495 9.6586 3.1414 -0.1 0.4 0.2 0.3900
C -2.3237 3.6065 2.5231 0.9 0.8 -1.0 0.3244
C -0.5801 -1.0496 -0.6405 -0.8 0.4 0.6 -0.8688
C -3.6168 -5.3437 3.8014 -1.9 -0.4 -0.5 -1.0652
N -2.4698 5.5731 -0.6168 1.8 0.7 -1.4 0.0717
C 1.4937 6.7583 4.1635 -0.5 0.5 1.3 -1.0506
H 0.3577 6.2670 -2.1996 -0.8 -0.3 0.0 0.3896
H -0.8387 -1.1899 7.8607 -0.7 -0.5 -0.3 0.3787
C 1.4557 8.0029 2.3520 0.6 0.9 -1.4 -0.2594
C -1.0195 4.4353 -1.9445 -1.7 0.9 1.4 -0.0781
H -5.3541 -0.1482 4.5512 0.4 0.0 0.7 0.5704
N 2.5437 -0.0094 4.5902 1.0 0.7 0.4 0.3806
H -6.7242 -3.6483 -0.8933 -0.4 0.1 -0.1 0.2097
H 1.7097 -3.2026 4.8909 -0.1 0.0 0.1 0.4881
H -2.8645 -3.9989 5.5035 -0.2 -0.1 -0.2 0.4122
C 1.3477 1.2459 5.9893 0.6 -0.6 0.0 -0.3444
C 0.6140 1.2936 -9.5472 0.8 0.5 -0.5 -0.7827
N -0.1980 -4.7030 -4.6049 -0.7 -0.4 0.9 0.1108
H -1.6506 -1.8067 1.1101 -0.2 0.0 0.1 0.3651
H -0.5782 -6.4234 -0.1682 -0.3 0.0 0.0 0.5434
H 2.8051 -0.6115 3.8297 -0.1 -0.1 -0.2 0.0665
H -1.7012 0.8247 1.8491 -0.4 0.2 0.4 0.4391
H 2.2913 1.2179 0.7711 -0.2 -0.6 0.3 0.0256
C -2.2077 4.3625 -1.1719 1.1 -0.9 -0.7 -1.0970
H 1.1670 -5.0057 -6.1931 0.6 -0.6 -0.2 0.4725
H 0.2641 0.3947 -1.8546 -0.2 0.6 0.4 -0.1164
H 4.5082 3.4185 1.6721 1.0 -0.4 0.2 0.5902
C 3.6313 -1.6810 1.6663 -0.3 0.9 -0.9 -0.5859
H 2.6946 -2.6373 -0.9650 0.0 -0.1 0.7 0.5420
H 1.7408 5.9265 4.7756 0.3 -0.5 0.3 0.6048
N 1.3465 3.5824 2.1715 -0.3 0.7 -0.8 1.6179
H -5.8816 3.0088 -1.0995 0.1 -0.1 0.1 0.2314
H 1.6933 -5.5118 1.4085 -0.5 0.9 0.3 0.0538
H 2.6732 2.3410 3.3532 -0.1 0.6 0.2 -0.0280
H 0.4233 8.0949 5.4776 -0.1 0.2 -0.2 0.4393
H -2.8406 3.4988 -0.9569 0.3 0.3 -0.2 0.6991
C -2.6264 -1.9119 5.1833 -0.3 -1.2 1.2 -0.7336
H -7.0852 3.3504 2.8872 0.3 -0.6 0.3 0.3693
H -0.4079 -1.8773 -1.3189 0.1 0.1 0.2 0.2870
C -1.6844 4.8479 2.6151 -0.6 -1.3 0.0 -1.0931
C 2.0277 -4.5935 3.2845 1.3 -1.9 -1.5 -1.8222
H 3.3238 2.2883 -1.5803 0.2 0.2 0.5 0.6985
H -3.1358 -5.7266 -0.5927 0.0 0.1 0.1 0.3565
C -0.6504 1.0941 -0.0244 -0.3 1.0 -0.3 -0.2542
C 1.8063 2.7251 -3.1574 -0.9 0.1 -0.9 -0.5098
C 1.2816 0.2353 5.0218 -0.5 0.8 0.3 -0.2537
C -4.7622 -2.8965 -1.1391 -1.2 0.7 0.6 -0.9118
H 3.1269 2.2505 6.9118 0.2 0.2 -0.1 0.4370
H -0.5951 3.5629 -2.4415 0.0 0.6 0.1 0.5446
H -2.1295 0.0589 5.9398 0.5 0.2 -0.3 0.4859
C -6.4991 0.1167 2.7080 -0.2 -0.5 -0.1 -0.1830
N 1.8844 6.8431 2.8924 0.3 -0.5 -0.7 0.1678
H -1.5572 7.4614 -0.6621 0.2 1.1 0.2 0.4925
H -4.0819 -6.5603 5.6258 0.3 0.0 -0.1 0.4053
H -0.1361 -3.7095 0.9907 -0.1 -0.2 0.0 0.2918
C -5.8817 0.4896 3.8882 -0.7 -0.7 -1.6 -0.9151
H -2.7888 3.2690 1.5867 0.2 -0.2 0.7 0.1923
C -2.0233 -1.0078 6.0203 -0.6 1.2 -1.3 -0.2491
C -1.8769 -2.9889 7.0507 0.3 0.3 -0.5 -0.5946
C -0.9702 -3.6403 -4.1548 0.2 -0.8 -0.4 -1.1376
C 0.9482 -5.3852 -1.4619 -0.4 0.9 0.4 0.7171
C 3.4692 3.5724 1.6924 0.0 0.5 -1.1 -0.7119
C -1.5118 3.8123 4.6007 1.1 0.3 -0.2 -1.1255
C 4.6403 1.0423 -5.5995 -0.6 -1.1 -0.5 0.6494
C -5.1876 -5.0921 -0.6923 -2.2 0.4 0.0 -0.6066
C 3.4570 0.7861 5.2574 -1.9 0.7 1.0 -0.7789
H -3.3755 0.8070 -3.5021 0.8 -0.8 -1.6 0.7366
H 3.5731 1.0891 -5.3809 0.4 0.1 -0.3 0.4633
N 3.3422 -2.4028 -4.1087 0.9 0.5 0.1 0.2767
C 2.4445 -2.6532 -3.1195 1.2 0.0 0.9 0.5076
H 2.4864 3.0875 -7.4822 0.1 -0.3 0.5 0.4572
N 6.8353 1.4726 -5.5094 -0.5 -0.8 -0.7 0.0024
C 2.5676 3.1177 2.6007 -0.7 0.1 -0.4 -0.7758
H 1.0910 -8.5794 -0.5246 0.1 -0.3 0.2 0.4615
C 0.4058 -3.8308 1.9102 1.0 -0.6 -0.1 -0.6977
H 7.5045 -0.3670 -6.5299 0.4 0.2 0.0 0.4171
C -2.0114 -6.3692 4.8820 0.9 -0.1 0.7 -0.6994
H 2.9406 -5.1394 3.5096 -0.4 -0.1 0.1 0.4402
C 0.3434 -2.9778 -5.8817 0.1 -0.5 -0.1 -0.5027
C -3.9265 1.1324 -2.6932 -0.9 -0.2 1.3 -1.5096
H -1.7237 -3.7958 7.7707 -0.1 0.2 -0.7 0.3892
H -0.5570 2.1628 -0.1202 0.3 0.0 -0.1 0.0882
C 5.3454 -0.0095 -6.2765 0.3 -0.6 0.3 -0.8811
H 3.1855 4.5702 -0.3199 0.1 0.3 0.2 0.5049
C 1.6444 0.5836 -3.7853 -0.3 -0.6 -0.2 -0.8523
C 1.4959 3.3495 -9.3356 -0.2 -0.7 0.0 -0.6248
H -7.6681 1.4180 1.1736 0.7 -0.5 1.3 0.3939
H 2.8603 -5.2957 -2.6286 -0.1 -0.1 0.3 0.6153
H 4.8631 1.1288 0.5653 0.6 0.5 0.1 0.5883
```
Positions in Å, forces in eV/Å.

The molar mass comes out at 1274.73 u. Its highest occupied orbital energy is -7.8 eV. Its electronic energy is -3993.172703 a.u. As for the orbital gap: 8.22 eV. The energy above the lowest of the compared OMol25 structures with the same formula, charge and spin comes out at 0.0 kJ/mol.